# 1
{
  "formula": "C19H21N3O6S",
  "method": "ωB97M-V/def2-TZVPD",
  "species": ["S", "O", "O", "O", "O", "O", "O", "N", "N", "N", "C", "C", "C", "C", "C", "C", "C", "C", "C", "C", "C", "C", "C", "C", "C", "C", "C", "C", "C", "H", "H", "H", "H", "H", "H", "H", "H", "H", "H", "H", "H", "H", "H", "H", "H", "H", "H", "H", "H", "H"],
  "xyz": [[2.055, -0.529, -0.950], [1.499, 0.787, -0.756], [2.252, -0.956, -2.305], [1.101, 1.849, 1.991], [1.321, 3.384, 0.508], [-3.530, -2.087, 1.274], [-5.433, 1.639, -0.314], [-3.267, -1.249, -0.807], [0.703, 2.492, 1.039], [3.473, -0.793, -0.099], [-2.768, 1.217, 0.894], [-0.924, 2.470, -0.775], [-2.816, -1.857, 0.320], [-4.401, 0.969, -1.001], [4.665, -0.419, -0.843], [4.827, 1.080, -0.579], [0.410, -3.687, 1.009], [1.349, -2.837, 0.442], [-0.608, 2.178, 0.543], [-0.424, -1.367, -0.259], [0.918, -1.678, -0.172], [-2.156, 2.084, -1.267], [-3.080, 1.448, -0.443], [3.532, -0.048, 1.150], [-4.539, -0.572, -0.835], [-0.937, -3.374, 0.950], [-1.525, 1.561, 1.385], [4.320, 1.247, 0.860], [-1.368, -2.221, 0.301], [-6.286, 1.316, -0.623], [-2.630, -1.092, -1.571], [4.190, 1.635, -1.268], [-5.013, -0.784, 0.128], [-0.186, 2.950, -1.397], [4.045, -0.670, 1.888], [3.677, 2.119, 0.950], [5.506, -0.990, -0.440], [-5.165, -0.977, -1.637], [-1.253, 1.359, 2.409], [5.145, 1.353, 1.563], [-2.402, 2.275, -2.301], [2.521, 0.152, 1.504], [5.856, 1.412, -0.703], [-3.497, 0.755, 1.540], [4.518, -0.670, -1.892], [-0.698, -0.436, -0.732], [-4.442, 1.221, -2.074], [0.732, -4.590, 1.505], [-1.675, -4.016, 1.408], [2.405, -3.051, 0.482]],
  "forces_ev_per_angstrom": [[-0.29, -0.62, 0.05], [0.35, -0.17, 0.05], [0.27, -0.11, -0.03], [0.13, -0.08, 0.29], [0.19, 0.23, -0.22], [-0.08, -0.09, 0.31], [-0.28, 0.15, 0.16], [-0.06, -0.03, -0.39], [0.30, 0.26, 0.49], [-1.04, -0.19, -0.58], [0.04, 0.19, -0.17], [0.32, 0.02, 0.28], [0.10, -0.08, -0.30], [0.33, -0.31, -0.21], [0.41, 0.15, -0.59], [0.07, -0.10, 0.02], [-0.04, 0.02, -0.05], [0.08, -0.05, 0.03], [-1.22, -0.22, -0.57], [-0.21, 0.02, 0.01], [0.54, 0.32, -0.06], [-0.14, -0.11, 0.16], [-0.17, 0.17, -0.09], [-0.14, 0.21, 0.73], [-0.15, 0.16, 0.07], [-0.10, 0.08, -0.04], [0.22, 0.09, 0.08], [-0.03, 0.06, 0.01], [0.38, 0.02, 0.06], [0.01, 0.00, -0.01], [0.05, -0.10, 0.11], [0.05, 0.04, -0.04], [0.00, 0.07, -0.17], [0.04, 0.02, -0.06], [-0.06, 0.03, -0.04], [0.00, 0.03, 0.07], [-0.08, -0.01, -0.04], [-0.02, 0.04, 0.12], [0.03, -0.03, 0.04], [-0.01, 0.02, 0.03], [-0.03, 0.02, -0.10], [0.11, -0.01, 0.17], [0.01, 0.04, -0.06], [-0.07, -0.11, 0.11], [0.23, -0.04, 0.02], [-0.18, 0.16, -0.01], [0.08, -0.03, 0.18], [0.03, -0.07, 0.03], [-0.06, -0.04, 0.07], [0.10, -0.07, 0.05]],
  "nbo_charge": [2.31, -0.97, -0.94, -0.40, -0.37, -0.61, -0.70, -0.61, 0.54, -0.66, -0.16, -0.17, 0.67, 0.08, -0.24, -0.43, -0.21, -0.17, 0.03, -0.13, -0.34, -0.22, -0.02, -0.25, -0.26, -0.14, -0.19, -0.43, -0.15, 0.47, 0.40, 0.22, 0.25, 0.25, 0.20, 0.24, 0.20, 0.20, 0.25, 0.21, 0.22, 0.24, 0.22, 0.23, 0.24, 0.23, 0.16, 0.22, 0.23, 0.24],
  "e_above_lowest_ev": 4.013,
  "total_energy_ev": -47631.8699,
  "smiles": "O=C(NC[C@@H](O)c1ccc([N+](=O)[O-])cc1)c1cccc(S(=O)(=O)N2CCCC2)c1",
  "homo_lumo_gap_ev": 9.4,
  "spin_multiplicity": 1,
  "homo_ev": -9.7,
  "max_force_ha_per_bohr": 0.027
}

=====

# 2
{
  "formula": "C5H6NO",
  "method": "ωB97M-V/def2-TZVPD",
  "species": ["O", "N", "C", "C", "C", "C", "C", "H", "H", "H", "H", "H", "H"],
  "xyz": [[1.357, -0.362, 0.869], [-1.574, -1.710, -0.359], [-0.583, 1.154, 0.383], [-1.990, 0.779, -0.101], [0.404, 0.354, 0.660], [-1.888, -0.635, -0.168], [2.174, -0.939, -0.201], [-2.487, 1.064, 0.740], [2.677, -0.049, -0.530], [-2.388, 1.218, -1.010], [-0.287, 2.282, 0.386], [3.022, -1.499, 0.203], [1.563, -1.657, -0.872]],
  "forces_ev_per_angstrom": [[-1.14, -0.46, 1.58], [0.32, -1.44, 0.06], [1.86, 2.40, -1.04], [2.23, -0.22, -0.05], [-0.85, 0.49, -0.87], [-0.67, -0.60, -0.76], [0.81, -1.23, -1.45], [-2.53, 0.84, 2.04], [-0.18, 0.19, -1.50], [0.45, 0.35, -0.01], [-0.39, -2.00, 0.21], [-0.73, -0.17, 0.81], [0.79, 1.86, 0.98]],
  "nbo_charge": [-0.33, -0.26, -0.32, -0.49, 0.76, 0.25, -0.29, 0.28, 0.23, 0.30, 0.34, 0.25, 0.27],
  "e_above_lowest_ev": 4.717,
  "total_energy_ev": -8808.2340,
  "total_charge": 1,
  "homo_lumo_gap_ev": 10.4,
  "spin_multiplicity": 1,
  "homo_ev": -16.1,
  "max_force_ha_per_bohr": 0.065
}

=====

# 3
{
  "formula": "C22H25NOS",
  "method": "ωB97M-V/def2-TZVPD",
  "species": ["S", "O", "N", "C", "C", "C", "C", "C", "C", "C", "C", "C", "C", "C", "C", "C", "C", "C", "C", "C", "C", "C", "C", "C", "C", "H", "H", "H", "H", "H", "H", "H", "H", "H", "H", "H", "H", "H", "H", "H", "H", "H", "H", "H", "H", "H", "H", "H", "H", "H"],
  "xyz": [[3.038, 1.985, -1.362], [4.049, 0.322, 0.370], [-2.124, -2.982, -0.579], [-2.044, 0.969, 0.778], [4.314, 3.852, 3.865], [3.853, 2.316, 1.494], [-1.744, -0.248, -0.074], [-0.354, -0.991, -2.164], [4.418, 2.433, 3.975], [3.568, 3.664, 1.501], [3.805, 4.430, 2.703], [-3.102, -3.958, -0.089], [-1.034, -2.654, 0.358], [3.633, 1.430, 0.223], [1.673, 0.915, -1.645], [4.272, 1.734, 2.743], [-3.529, 0.267, -2.012], [-1.420, -1.364, 0.952], [-2.966, -0.689, -0.895], [-2.540, -2.031, -1.504], [1.840, -0.021, -2.595], [-1.426, -1.991, -2.559], [0.822, -0.990, -2.816], [-0.518, -0.101, -1.079], [0.515, 0.881, -0.812], [-1.376, 0.946, 1.676], [4.552, 1.940, 4.911], [-3.045, 1.036, 1.059], [-0.991, -3.305, 1.227], [-1.930, -1.643, -3.443], [-3.955, -3.485, 0.452], [0.191, 1.522, -0.022], [-0.934, -2.972, -2.704], [-4.528, -0.030, -2.341], [-3.784, -0.865, -0.252], [3.139, 4.073, 0.600], [-3.308, -2.389, -2.021], [4.348, 0.714, 2.792], [-3.533, -4.454, -0.949], [1.001, -1.743, -3.538], [4.470, 4.523, 4.738], [-2.931, 0.293, -2.890], [-0.453, -1.029, 1.457], [3.681, 5.506, 2.889], [-2.268, -1.383, 1.666], [2.775, -0.074, -3.155], [-1.787, 1.809, 0.183], [-3.667, 1.259, -1.420], [-2.603, -4.808, 0.479], [-0.060, -2.617, -0.171]],
  "forces_ev_per_angstrom": [[-0.15, 1.78, -0.05], [-0.26, -1.43, -0.60], [0.48, -3.89, 2.71], [2.64, -0.22, -0.09], [-0.76, -0.82, 0.49], [-0.25, 0.38, 0.62], [0.41, -0.15, -0.86], [-1.36, 0.04, 1.18], [-0.32, 1.41, -3.30], [0.15, 1.00, 1.42], [0.62, -0.26, -0.11], [0.41, -0.04, 0.04], [-1.45, -0.10, -0.90], [1.37, 0.19, 2.70], [-0.93, 0.46, 2.43], [-0.72, 2.12, 0.53], [-0.46, 1.00, 3.14], [2.17, 2.21, 0.58], [1.17, -0.05, -2.17], [2.89, 1.12, 0.60], [-0.58, -2.23, -1.31], [0.46, 1.45, 0.73], [2.22, 1.50, -0.66], [0.77, 1.48, 1.12], [-1.86, -2.27, -1.62], [-0.67, 0.29, -0.59], [0.39, -0.36, 0.32], [-1.70, -0.05, 0.58], [0.10, -0.86, -0.53], [0.33, 0.06, -0.96], [0.48, -0.47, 0.21], [0.98, 0.77, 0.37], [-0.74, 0.39, 0.00], [0.05, -0.21, 0.27], [-0.93, -0.38, 1.09], [-0.01, 0.47, 0.02], [-3.65, -1.83, -1.85], [0.31, -2.49, -0.12], [-0.31, -0.14, -0.35], [0.17, -0.61, -0.81], [-0.08, -0.71, -0.66], [0.83, 0.62, -0.52], [-1.36, 0.09, 0.08], [-0.31, -0.37, -1.21], [0.52, -0.40, -0.21], [-0.32, 0.00, 0.15], [-0.04, 1.28, -0.23], [0.35, -1.17, -1.76], [-0.61, 1.39, -0.34], [-0.41, 0.00, 0.44]],
  "nbo_charge": [0.21, -0.51, -0.48, -0.62, -0.19, -0.16, -0.05, 0.06, -0.21, -0.17, -0.23, -0.40, -0.23, 0.41, -0.19, -0.16, -0.62, -0.39, -0.21, -0.05, -0.20, -0.43, -0.22, 0.00, -0.23, 0.21, 0.22, 0.22, 0.21, 0.21, 0.16, 0.23, 0.23, 0.21, 0.20, 0.23, 0.20, 0.22, 0.19, 0.21, 0.21, 0.21, 0.20, 0.22, 0.21, 0.23, 0.21, 0.21, 0.21, 0.20],
  "total_energy_ev": -37590.0560,
  "smiles": "C[C@H]1[C@H]2Cc3ccc(SC(=O)c4ccccc4)cc3[C@]1(C)CCN2C",
  "homo_lumo_gap_ev": 7.8,
  "spin_multiplicity": 1,
  "homo_ev": -7.6,
  "max_force_ha_per_bohr": 0.093
}

=====

# 4
{
  "formula": "C5H6Cl2FeInO4S",
  "method": "ωB97M-V/def2-TZVPD",
  "species": ["In", "Fe", "Cl", "Cl", "S", "O", "O", "O", "O", "C", "C", "C", "C", "C", "H", "H", "H", "H", "H", "H"],
  "xyz": [[-2.596, 2.986, -0.674], [-1.051, -1.567, -0.003], [-0.592, 1.596, -1.205], [-3.083, -1.995, -0.638], [1.446, -1.277, 1.141], [-1.485, 0.597, 2.303], [-1.092, 3.564, -3.674], [0.816, -1.800, -0.181], [-5.851, 1.552, -2.066], [2.445, 0.114, 0.676], [2.714, -2.504, 1.422], [-1.668, 0.168, 1.257], [-1.972, 3.682, -2.954], [-4.859, 1.927, -1.643], [1.826, 1.008, 0.624], [3.225, 0.245, 1.420], [3.373, -2.544, 0.549], [3.272, -2.205, 2.305], [2.884, -0.079, -0.298], [2.248, -3.467, 1.640]],
  "forces_ev_per_angstrom": [[0.43, -1.08, -2.56], [-0.93, -0.88, -0.90], [-1.60, 1.05, 0.93], [1.68, 0.09, 0.33], [1.94, -0.38, 1.39], [-1.02, -0.94, -3.42], [-3.47, 0.76, 2.11], [-2.20, 0.11, -1.33], [3.78, 1.36, 1.54], [-0.27, 0.43, -0.32], [0.01, -0.31, 0.37], [1.25, 0.73, 4.37], [3.31, -0.33, -1.86], [-2.97, -0.71, -0.88], [0.00, 0.05, 0.14], [0.07, -0.02, 0.24], [-0.18, 0.06, -0.05], [0.11, 0.19, 0.22], [0.17, -0.24, -0.16], [-0.10, 0.06, -0.15]],
  "nbo_charge": [1.75, 1.69, -0.31, -0.23, 1.19, -0.27, -0.22, -0.94, -0.20, -0.81, -0.79, 0.36, 0.49, 0.50, 0.24, 0.32, 0.30, 0.31, 0.30, 0.31],
  "s_squared": 8.77,
  "total_energy_ev": -88859.4582,
  "total_charge": 4,
  "homo_lumo_gap_ev": [4.2, 3.9],
  "spin_multiplicity": 6,
  "homo_ev": [-24.5, -24.2],
  "max_force_ha_per_bohr": 0.090
}